Computed, not measured: CH2N4O in the gas phase, with ωB97M-V/def2-TZVPD.

* max |F|: 5.5 eV/A
* E: -333.4328 Ha
* HOMO-LUMO gap: 0.388 Ha
* relative energy (zero: lowest compared OMol25 entry of this formula, charge and spin): 3.130 eV
* HOMO energy: -0.3785 Ha
* structure (SMILES): On1cnnn1
* multiplicity: 1

Geometry (Å):
C: -0.4419 -0.3031 -0.7100
H: -0.6042 1.7476 1.2319
H: -1.2735 0.0590 -1.2017
N: 0.1761 0.3591 0.1921
N: 0.0898 -1.4790 -0.8109
N: 0.9878 -1.5506 0.0522
N: 1.0896 -0.5665 0.8324
O: -0.0237 1.7335 0.4140

Charges in e, computed with natural (NBO), in the same order as the atoms:
1. C 0.16
2. H 0.49
3. H 0.21
4. N 0.04
5. N -0.30
6. N -0.03
7. N -0.08
8. O -0.49